1.
Below is 2 unconnected molecules or ions with the total composition C2H6OS in a non-equilibrium geometry, with properties calculated with ωB97M-V/def2-TZVPD.

Properties
LUMO energy ... 0.9558 eV
Energy above the lowest of the compared OMol25 structures with the same formula, charge and spin ... 17.7 kcal per mole
Kohn-Sham gap ... 10.05 eV

The geometry in XYZ format:
```
10
Properties=species:S:1:pos:R:3:nbo_charge:R:1
C -2.97 -1.03 3.09 -0.7241
S -2.04 0.45 2.57 -0.0665
H -2.70 -1.43 4.07 0.2207
H -4.07 -0.85 2.96 0.2209
H -2.62 -1.76 2.37 0.2272
H -2.27 1.41 3.47 0.1218
O 4.32 -0.35 -4.52 -0.4930
C 4.18 0.84 -4.63 0.2650
H 4.86 1.38 -5.26 0.1153
H 3.31 1.35 -4.12 0.1128
```

---

2.
Below is 2 unconnected molecules or ions with the total composition C2H6OS in a non-equilibrium geometry, with properties calculated with ωB97M-V/def2-TZVPD.

Properties
LUMO energy ... 0.5480 eV
Energy above the lowest of the compared OMol25 structures with the same formula, charge and spin ... 18.6 kcal per mole
Kohn-Sham gap ... 9.89 eV

The geometry in XYZ format:
```
10
Properties=species:S:1:pos:R:3:nbo_charge:R:1
S -0.86 -1.81 -3.06 -0.3326
H -0.67 -0.79 -3.97 0.1445
H -0.61 -1.03 -1.89 0.1845
O -0.74 -0.92 0.56 -0.5280
C -0.06 -0.32 1.42 0.4335
C 0.46 1.09 1.14 -0.7257
H 0.45 -0.68 2.30 0.1247
H -0.15 1.68 0.50 0.2350
H 0.68 1.59 2.21 0.2128
H 1.51 1.18 0.80 0.2512
```

---

3.
Below is 2 unconnected molecules or ions with the total composition C2H6OS2 in a non-equilibrium geometry, with properties calculated with ωB97M-V/def2-TZVPD.

Properties
LUMO energy (alpha / beta) ... 3.8493 / 3.7637 eV
2S+1 ... 2
Energy above the lowest of the compared OMol25 structures with the same formula, charge and spin ... 1.0 kcal per mole
Charge ... -1
Kohn-Sham gap (alpha / beta) ... 4.44 / 7.08 eV

The geometry in XYZ format:
```
11
Properties=species:S:1:pos:R:3:nbo_charge:R:1
S -0.61 -1.85 1.36 -0.6012
S 1.66 -1.82 1.49 -0.5795
H -0.69 -3.00 0.69 0.0955
H 1.81 -0.52 1.22 0.0979
C -1.04 1.36 -0.26 -0.5372
C 0.16 1.30 -0.82 0.1587
O 0.63 0.33 -1.65 -0.7035
H -1.29 2.20 0.37 0.1942
H -1.69 0.50 -0.28 0.2181
H 0.93 2.02 -0.58 0.1607
H 0.15 -0.51 -1.55 0.4964
```

---

4.
Below is 2 unconnected molecules or ions with the total composition C2H6OS2 in a non-equilibrium geometry, with properties calculated with ωB97M-V/def2-TZVPD.

Properties
LUMO energy ... 0.6297 eV
Energy above the lowest of the compared OMol25 structures with the same formula, charge and spin ... 22.0 kcal per mole
Kohn-Sham gap ... 9.54 eV

The geometry in XYZ format:
```
11
Properties=species:S:1:pos:R:3:nbo_charge:R:1
O -1.41 2.55 -4.05 -0.4926
C -0.88 2.71 -5.14 0.2619
H -1.02 3.61 -5.74 0.1186
H -0.12 1.95 -5.47 0.1121
C 0.00 -2.41 3.32 -0.7716
S 1.04 -1.74 2.00 0.0697
S 0.77 0.31 1.66 -0.1300
H 0.50 -3.33 3.73 0.2399
H -1.05 -2.63 3.18 0.2259
H 0.26 -1.69 4.14 0.2301
H 1.91 0.66 2.36 0.1359
```

---

5.
Below is 2 unconnected molecules or ions with the total composition C2H6OS2 in a non-equilibrium geometry, with properties calculated with ωB97M-V/def2-TZVPD.

Properties
LUMO energy ... 0.1296 eV
Energy above the lowest of the compared OMol25 structures with the same formula, charge and spin ... 27.7 kcal per mole
Kohn-Sham gap ... 8.70 eV

The geometry in XYZ format:
```
11
Properties=species:S:1:pos:R:3:nbo_charge:R:1
O -1.14 0.91 -2.66 -0.4919
C -1.79 0.36 -1.81 0.2624
H -2.09 0.75 -0.84 0.1331
H -2.34 -0.72 -2.13 0.0967
C 1.01 -0.14 -0.02 -0.7281
S 0.11 -0.57 1.53 0.0519
S 1.71 -0.34 2.94 -0.1420
H 1.91 0.49 0.15 0.2425
H 0.27 0.24 -0.67 0.2204
H 1.43 -1.16 -0.37 0.2208
H 0.94 0.18 3.88 0.1341
```

---

6.
Below is C2H6OS2 in the gas phase in a non-equilibrium geometry, with properties calculated with ωB97M-V/def2-TZVPD.

Properties
LUMO energy ... 0.5525 eV
Energy above the lowest of the compared OMol25 structures with the same formula, charge and spin ... 22.9 kcal per mole
Kohn-Sham gap ... 9.39 eV

The geometry in XYZ format:
```
11
Properties=species:S:1:pos:R:3:nbo_charge:R:1
C 1.41 1.31 -0.77 -0.7638
C -1.09 -1.41 1.02 -0.7691
O -0.87 -0.13 -1.27 -0.9570
S 0.87 0.84 0.88 -0.0581
S -1.08 0.23 0.11 1.1520
H 2.44 1.03 -0.96 0.2405
H 1.01 2.33 -0.98 0.2224
H 0.84 0.72 -1.42 0.2597
H -0.87 -1.13 1.94 0.2072
H -0.44 -2.16 0.53 0.2477
H -2.20 -1.63 0.92 0.2185
```

---

7.
Below is 2 unconnected molecules or ions with the total composition C2H6OS2 in a non-equilibrium geometry, with properties calculated with ωB97M-V/def2-TZVPD.

Properties
LUMO energy ... 0.3963 eV
Energy above the lowest of the compared OMol25 structures with the same formula, charge and spin ... 31.6 kcal per mole
Kohn-Sham gap ... 9.83 eV

The geometry in XYZ format:
```
11
Properties=species:S:1:pos:R:3:nbo_charge:R:1
S 0.13 2.20 -1.65 -0.1312
S -1.80 2.48 -2.27 -0.1366
H 0.47 1.10 -2.45 0.1367
H -2.42 1.93 -1.10 0.1415
C -0.38 -0.86 0.70 -0.4550
C 0.61 -1.10 1.58 0.1237
O 1.98 -0.85 1.34 -0.7432
H -1.33 -1.33 0.77 0.2082
H -0.15 -0.13 -0.22 0.2071
H 0.44 -1.85 2.39 0.1603
H 2.45 -1.59 0.90 0.4884
```

---

8.
Below is 2 unconnected molecules or ions with the total composition C2H6OS2Si in a non-equilibrium geometry, with properties calculated with ωB97M-V/def2-TZVPD.

Properties
LUMO energy (alpha / beta) ... 0.2262 / 0.2262 eV
Energy above the lowest of the compared OMol25 structures with the same formula, charge and spin ... 59.0 kcal per mole
Kohn-Sham gap (alpha / beta) ... 9.18 / 9.18 eV

The geometry in XYZ format:
```
12
Properties=species:S:1:pos:R:3:nbo_charge:R:1
C -1.86 0.97 -0.54 -0.2998
C -0.75 0.85 0.19 -0.7628
O 1.79 -0.45 -0.29 -1.0709
Si 0.30 -0.61 0.42 1.5842
S 2.98 0.74 -0.21 0.3106
S -0.44 -2.53 -0.11 -0.3936
H -2.59 1.74 -0.63 0.2063
H -2.31 0.04 -0.95 0.1668
H -0.46 1.79 0.68 0.2456
H 0.63 -0.30 2.60 -0.2687
H 4.14 -0.19 -0.32 0.1325
H -1.43 -2.05 -0.83 0.1498
```

---

9.
Below is a molecular structure, C2H6OSe2 in a non-equilibrium geometry, with properties calculated with ωB97M-V/def2-TZVPD.

Properties
LUMO energy ... 0.1389 eV
Energy above the lowest of the compared OMol25 structures with the same formula, charge and spin ... 41.8 kcal per mole
Kohn-Sham gap ... 8.82 eV

The geometry in XYZ format:
```
11
Properties=species:S:1:pos:R:3:nbo_charge:R:1
C 0.10 -0.02 -0.30 -0.0994
C -0.85 1.99 -0.06 -0.2061
O 0.27 1.31 -0.68 -0.5502
Se 1.88 -0.43 0.75 -0.0321
Se -1.60 0.29 0.63 0.2516
H 0.54 -3.11 -0.12 0.0001
H -0.32 -2.82 -0.01 -0.0006
H -1.43 2.63 -0.70 0.1982
H -0.51 2.76 0.77 0.1903
H 1.79 -1.95 0.80 0.0721
H 0.13 -0.66 -1.09 0.1762
```

---

10.
Below is a molecular structure, C2H6OTl in a non-equilibrium geometry, with properties calculated with ωB97M-V/def2-TZVPD.

Properties
LUMO energy ... -22.2902 eV
Charge ... +3
Kohn-Sham gap ... 4.40 eV

The geometry in XYZ format:
```
10
Properties=species:S:1:pos:R:3:nbo_charge:R:1
Tl -0.22 -4.06 -0.28 1.2553
C 0.14 1.41 0.23 -0.4716
C 0.28 -0.07 -0.16 0.0153
O -0.64 -1.08 0.28 -0.2014
H -0.29 2.04 -0.55 0.3241
H 1.11 1.83 0.58 0.3644
H -0.49 1.50 1.08 0.3967
H 1.11 -0.49 0.37 0.3432
H 0.31 0.07 -1.26 0.4427
H -1.32 -1.15 -0.31 0.5314
```

---

11.
Below is C2H6P2S4 in the gas phase in a non-equilibrium geometry, with properties calculated with ωB97M-V/def2-TZVPD.

Properties
LUMO energy (alpha / beta) ... -2.6468 / -2.6633 eV
Energy above the lowest of the compared OMol25 structures with the same formula, charge and spin ... 27.5 kcal per mole
Kohn-Sham gap (alpha / beta) ... 5.84 / 5.82 eV

The geometry in XYZ format:
```
14
Properties=species:S:1:pos:R:3:nbo_charge:R:1
C 2.90 -0.52 -0.21 -0.7346
C -2.46 0.89 1.42 -0.7381
P 0.15 -1.43 -1.37 0.4540
P -1.17 0.68 -1.34 0.4727
S -1.17 -2.73 -0.91 -0.3715
S 0.17 1.67 -2.33 -0.3896
S 1.37 -1.26 0.32 -0.0225
S -0.96 1.55 0.67 -0.0469
H 2.75 0.58 0.04 0.2374
H 3.00 -0.83 -1.22 0.2312
H 3.62 -0.93 0.39 0.2284
H -3.17 0.58 0.54 0.2265
H -2.83 1.69 2.04 0.2334
H -2.19 0.05 1.97 0.2194
```

---

12.
Below is a molecular structure, C2H6P2S4 in a non-equilibrium geometry, with properties calculated with ωB97M-V/def2-TZVPD.

Properties
LUMO energy (alpha / beta) ... -0.0954 / -3.1987 eV
2S+1 ... 3
Energy above the lowest of the compared OMol25 structures with the same formula, charge and spin ... 7.4 kcal per mole
Kohn-Sham gap (alpha / beta) ... 6.40 / 5.52 eV

The geometry in XYZ format:
```
14
Properties=species:S:1:pos:R:3:nbo_charge:R:1
C 4.33 0.49 -0.12 -0.7607
C -4.02 -1.12 -0.10 -0.7185
P 1.46 -0.25 -0.91 0.2570
P -1.38 0.37 -1.03 0.4654
S -0.02 -1.46 -0.24 -0.3389
S -0.22 1.90 -0.39 -0.2102
S 2.96 -0.46 0.60 -0.0271
S -2.87 0.25 0.51 -0.0374
H 5.12 -0.12 -0.68 0.2245
H 4.79 1.13 0.60 0.2312
H 4.09 1.13 -0.94 0.2280
H -4.17 -2.04 0.47 0.2345
H -3.69 -1.48 -1.06 0.2242
H -4.99 -0.62 -0.21 0.2281
```

---

13.
Below is a molecular structure, C2H6P5 in a non-equilibrium geometry, with properties calculated with ωB97M-V/def2-TZVPD.

Properties
LUMO energy ... -4.6760 eV
Energy above the lowest of the compared OMol25 structures with the same formula, charge and spin ... 34.2 kcal per mole
Charge ... +1
Kohn-Sham gap ... 8.52 eV

The geometry in XYZ format:
```
13
Properties=species:S:1:pos:R:3:nbo_charge:R:1
C 0.98 -0.15 1.14 -0.5857
C -0.73 0.06 -1.23 -0.9681
P -4.34 -0.76 0.54 0.1274
P -3.48 -1.18 2.45 0.1023
P -3.06 0.85 1.58 0.1608
P -2.43 -2.03 0.76 0.0879
P -1.32 -0.15 0.49 0.5907
H 1.19 -1.20 1.02 0.2171
H 1.19 0.24 2.12 0.2306
H 1.33 0.51 0.27 0.2197
H -0.02 -0.76 -1.38 0.2708
H 0.00 0.86 -1.39 0.2794
H -1.58 -0.08 -1.92 0.2671
```

---

14.
Below is 2 unconnected molecules or ions with the total composition C2H6S in a non-equilibrium geometry, with properties calculated with ωB97M-V/def2-TZVPD.

Properties
LUMO energy ... 1.0397 eV
Energy above the lowest of the compared OMol25 structures with the same formula, charge and spin ... 29.2 kcal per mole
Kohn-Sham gap ... 10.87 eV

The geometry in XYZ format:
```
9
Properties=species:S:1:pos:R:3:nbo_charge:R:1
S -0.99 1.83 -4.51 -0.2637
H -1.64 2.74 -5.23 0.1403
H -1.50 0.84 -5.11 0.1234
C 0.47 -0.23 2.54 -0.4024
C 0.93 -1.46 2.38 -0.3754
H 0.72 0.34 3.44 0.2022
H -0.38 0.03 1.90 0.2009
H 1.60 -1.96 3.08 0.1839
H 0.80 -2.12 1.51 0.1908
```

---

15.
Below is C2H6S in the gas phase in a non-equilibrium geometry, with properties calculated with ωB97M-V/def2-TZVPD.

Properties
LUMO energy ... 1.0615 eV
Energy above the lowest of the compared OMol25 structures with the same formula, charge and spin ... 18.1 kcal per mole
Kohn-Sham gap ... 10.08 eV

The geometry in XYZ format:
```
9
Properties=species:S:1:pos:R:3:nbo_charge:R:1
C 0.97 0.25 0.01 -0.6293
C -0.28 -0.57 -0.07 -0.4970
H 1.86 -0.41 0.15 0.2357
H 0.93 0.74 1.07 0.2024
H 0.89 1.12 -0.71 0.2237
H -0.33 -1.30 0.68 0.2064
H -0.16 -1.18 -0.89 0.1957
H -1.86 1.35 -0.29 0.1283
S -2.03 0.01 0.05 -0.0659
```

---

16.
Below is 2 unconnected molecules or ions with the total composition C2H6S2 in a non-equilibrium geometry, with properties calculated with ωB97M-V/def2-TZVPD.

Properties
LUMO energy (alpha / beta) ... 3.9345 / 3.6477 eV
2S+1 ... 2
Energy above the lowest of the compared OMol25 structures with the same formula, charge and spin ... 21.1 kcal per mole
Charge ... -1
Kohn-Sham gap (alpha / beta) ... 5.17 / 6.37 eV

The geometry in XYZ format:
```
10
Properties=species:S:1:pos:R:3:nbo_charge:R:1
S -1.88 -2.39 -2.56 -0.5241
S -0.24 -2.12 -0.94 -0.6273
H -2.24 -1.11 -2.56 0.0929
H 0.15 -0.99 -0.27 0.0648
C 1.23 0.86 1.36 -0.3957
C 0.18 1.39 0.76 -0.3789
H 1.93 0.24 0.81 0.2005
H 1.36 0.83 2.43 0.1793
H 0.02 1.23 -0.30 0.2087
H -0.52 2.05 1.27 0.1797
```

---

17.
Below is a molecular structure, C2H6S2 in a non-equilibrium geometry, with properties calculated with ωB97M-V/def2-TZVPD.

Properties
LUMO energy ... 0.1284 eV
Energy above the lowest of the compared OMol25 structures with the same formula, charge and spin ... 74.6 kcal per mole
Kohn-Sham gap ... 9.22 eV

The geometry in XYZ format:
```
10
Properties=species:S:1:pos:R:3:nbo_charge:R:1
C 0.41 -0.49 0.05 -0.5034
C -0.59 0.76 -0.12 -0.5747
H 2.17 1.51 0.40 0.1521
H 0.33 -1.09 1.12 0.2376
H 0.20 -1.25 -0.67 0.2132
H -0.41 1.43 -1.11 0.2408
H -0.70 1.52 0.81 0.2445
H -1.77 -1.62 -0.53 0.1296
S 2.29 -0.07 -0.02 -0.1104
S -2.21 -0.07 0.05 -0.0295
```

---

18.
Below is 2 unconnected molecules or ions with the total composition C2H6Se in a non-equilibrium geometry, with properties calculated with ωB97M-V/def2-TZVPD.

Properties
LUMO energy ... -0.2810 eV
Energy above the lowest of the compared OMol25 structures with the same formula, charge and spin ... 80.3 kcal per mole
Kohn-Sham gap ... 8.20 eV

The geometry in XYZ format:
```
9
Properties=species:S:1:pos:R:3:nbo_charge:R:1
C 0.32 0.65 -0.85 -0.8177
C -0.18 -1.65 1.09 -0.5414
Se -0.41 -0.85 2.66 0.3081
H 0.00 -0.13 -1.38 0.2112
H -0.27 1.44 -0.93 0.2079
H 1.30 0.98 -1.10 0.2078
H 0.82 -1.68 0.62 0.1668
H 0.25 0.40 0.21 0.1994
H -1.79 -1.28 2.98 0.0579
```

---

19.
Below is 2 unconnected molecules or ions with the total composition C2H6Se in a non-equilibrium geometry, with properties calculated with ωB97M-V/def2-TZVPD.

Properties
LUMO energy ... 0.3238 eV
Energy above the lowest of the compared OMol25 structures with the same formula, charge and spin ... 86.9 kcal per mole
Kohn-Sham gap ... 8.37 eV

The geometry in XYZ format:
```
9
Properties=species:S:1:pos:R:3:nbo_charge:R:1
C 0.86 1.12 -0.08 -0.7606
C 1.71 -0.09 -0.38 -0.2935
Se 0.89 -1.46 -1.14 0.2652
H 1.38 1.95 -0.64 0.2592
H -0.18 0.92 -0.33 0.1836
H 1.02 1.18 1.05 0.2565
H -1.31 -0.63 0.21 -0.0235
H -1.79 -1.09 -0.01 0.0233
H 2.19 -2.23 -1.10 0.0897
```

---

20.
Below is a molecular structure, C2H7Br2N2 in a non-equilibrium geometry, with properties calculated with ωB97M-V/def2-TZVPD.

Properties
LUMO energy (alpha / beta) ... -4.0742 / -4.7390 eV
Energy above the lowest of the compared OMol25 structures with the same formula, charge and spin ... 63.1 kcal per mole
Charge ... +1
Kohn-Sham gap (alpha / beta) ... 9.46 / 6.74 eV

The geometry in XYZ format:
```
13
Properties=species:S:1:pos:R:3:nbo_charge:R:1
C 1.15 -0.08 -0.84 -0.2701
C -0.80 0.09 1.19 -0.0352
N 0.18 0.12 -1.94 -0.7059
N -0.42 -0.23 2.41 -0.8166
Br -2.10 -1.09 0.39 0.0925
Br -1.21 1.95 0.88 0.0932
H 1.63 -1.07 -0.75 0.2208
H 1.50 0.79 -0.15 0.2436
H 0.63 0.23 -2.86 0.4406
H -0.38 0.91 -1.69 0.4562
H 0.40 0.28 2.80 0.4186
H -0.36 -0.68 -2.10 0.4394
H -0.23 -1.22 2.64 0.4229
```